Formula: C3H3O3Pt
Source: the OMol25 dataset
Level of theory: wB97M-V/def2-TZVPD

## Properties
- HOMO level (alpha / beta): -0.707 / -0.707 Ha
- DFT total energy: -12522.46003 eV
- <S²>: 3.751
- Energy relative to the best compared isomer or geometry (same formula, charge and spin): 0.0 kJ/mol
- Orbital gap (alpha / beta): 8.685 / 5.836 eV

```
! RIJCOSX wB97M-V def2-TZVPD def2/J DEFGRID3
* xyz 2 4
O 0.383 -1.540 0.476
O 1.526 -3.410 1.228
C 0.957 -2.464 0.910
Pt -4.156 2.026 -0.958
O -1.489 0.195 -0.850
C -0.453 0.665 -0.809
H 0.358 2.025 -0.372
C 0.738 0.882 -0.031
H 0.517 1.006 1.040
H 1.619 0.615 -0.632
*
```